{"formula": "C7H17N3", "method": "ωB97M-V with the def2-TZVPD basis set", "species": ["C", "C", "C", "C", "C", "C", "C", "N", "N", "N", "H", "H", "H", "H", "H", "H", "H", "H", "H", "H", "H", "H", "H", "H", "H", "H", "H"], "coordinates": [[2.625319, 0.813690, -0.540408], [-1.431630, 0.113843, 0.185509], [-1.096116, 1.095147, 1.201795], [-3.171459, -0.937647, -1.035789], [-3.507196, 1.282361, 0.182448], [2.869458, -2.664347, 0.255587], [2.410162, -0.563826, -0.359029], [3.833898, 1.401123, -0.221096], [-2.659861, 0.164277, -0.173272], [3.342063, -1.506247, 0.051477], [2.018351, 1.541054, -0.945404], [0.023369, 1.209665, 1.207877], [-1.463348, 2.022149, 0.893190], [-1.416781, 0.775709, 2.127416], [-2.580124, -1.839602, -1.181106], [-3.485673, -0.426843, -1.931579], [-4.051014, -1.226443, -0.658337], [-4.599405, 1.055554, 0.333875], [-3.631510, 1.882753, -0.620956], [-3.228415, 1.814454, 1.123291], [1.880535, -2.944303, -0.015753], [3.585211, -3.400434, 0.556333], [-0.707419, -0.611386, 0.078296], [1.411281, -1.061117, -0.599952], [4.473756, 1.138650, 0.512112], [4.232141, 2.249022, -0.521720], [4.324418, -1.377246, 0.095205]], "atomic_forces_ev_per_a": [[4.0, -2.7, 1.7], [-2.6, 2.3, 2.4], [4.5, 0.7, -1.9], [1.2, 2.1, -1.3], [-2.4, -1.0, 3.2], [2.0, -1.8, 0.2], [-2.1, 3.3, -1.5], [-0.1, -1.4, 1.0], [1.4, -2.8, -1.1], [-2.4, 0.2, -0.3], [-2.0, 0.7, -1.2], [-1.0, -0.2, 0.4], [-0.4, 1.6, 0.2], [-0.8, -0.5, 2.2], [0.7, 0.7, 0.1], [0.4, -0.3, -0.9], [-3.4, -1.2, 1.9], [1.1, -1.0, 0.1], [0.4, 2.4, -2.6], [-0.2, -0.6, -1.2], [-0.7, 0.1, 0.3], [0.1, -0.6, 0.1], [0.6, -2.1, -1.4], [1.6, 1.2, 0.3], [-0.4, -1.1, 0.2], [-0.8, 1.5, -1.2], [1.1, 0.6, 0.3]], "nbo_charge": [0.113, 0.284, -0.689, -0.416, -0.474, 0.082, -0.209, -0.780, -0.193, -0.382, 0.234, 0.236, 0.251, 0.273, 0.247, 0.240, 0.236, 0.276, 0.249, 0.261, 0.217, 0.233, 0.215, 0.203, 0.404, 0.429, 0.459], "e_above_lowest_kcal_mol": 41.9, "total_charge": 2, "homo_ha": [-0.5762, -0.5762], "orbital_gap_ev": [8.06, 8.06]}

---

{"formula": "C3H3O9Rb", "method": "ωB97M-V with the def2-TZVPD basis set", "species": ["Rb", "O", "C", "O", "O", "H", "O", "C", "O", "O", "H", "O", "C", "O", "O", "H"], "coordinates": [[-5.567740, -8.397420, -13.293960], [-8.044720, -9.859650, -13.931530], [-8.052520, -10.796860, -14.885740], [-8.089590, -10.488270, -16.066340], [-8.044840, -11.957550, -14.442630], [-7.946960, -10.445010, -13.176940], [-7.067410, -10.838630, -9.243380], [-7.076960, -10.148380, -10.283310], [-6.062270, -9.606980, -10.714580], [-8.117140, -10.131010, -10.900190], [-7.969350, -11.061650, -9.484980], [-4.850890, -4.785600, -16.130060], [-5.094490, -5.836640, -15.375600], [-5.484910, -6.933520, -15.826590], [-4.987950, -5.666260, -14.174000], [-5.026020, -4.352290, -15.291510]], "atomic_forces_ev_per_a": [[-0.5, 0.0, -0.1], [0.4, 1.9, 0.9], [-0.3, -1.9, -1.6], [0.0, 1.4, -1.5], [0.2, -1.7, 1.0], [-0.3, 0.2, 1.2], [0.4, -3.2, 5.5], [3.2, 3.7, -5.4], [3.0, 1.3, 0.1], [-4.7, -0.1, -1.8], [-1.7, -1.6, 1.5], [0.0, 1.5, -1.4], [-1.6, -6.6, -1.3], [0.5, 0.2, -1.4], [0.7, 1.8, 4.2], [0.6, 3.2, 0.2]], "nbo_charge": [0.977, -0.774, 0.921, -0.794, -0.860, 0.510, -0.713, 0.911, -0.857, -0.822, 0.492, -0.725, 0.897, -0.792, -0.857, 0.486], "e_above_lowest_kcal_mol": 48.3, "total_charge": -2, "homo_ha": -0.0469, "orbital_gap_ev": 5.72}

---

{"formula": "C55H49FN4O4P3Rh", "method": "ωB97M-V with the def2-TZVPD basis set", "species": ["Rh", "O", "P", "C", "P", "O", "C", "C", "C", "C", "C", "C", "C", "C", "C", "C", "C", "C", "C", "C", "C", "C", "C", "C", "C", "C", "C", "C", "C", "C", "H", "H", "H", "H", "H", "H", "H", "H", "H", "H", "H", "H", "H", "H", "H", "H", "H", "H", "H", "H", "H", "H", "N", "P", "C", "C", "C", "C", "C", "C", "C", "C", "C", "C", "C", "C", "C", "C", "C", "C", "C", "N", "H", "H", "H", "H", "H", "H", "H", "H", "H", "H", "H", "H", "H", "H", "H", "F", "C", "C", "C", "C", "C", "C", "H", "H", "H", "H", "O", "C", "N", "C", "O", "C", "C", "C", "C", "N", "C", "H", "H", "H", "H", "H", "H", "H", "H"], "coordinates": [[-0.231698, 0.068229, -1.072918], [-0.908777, 1.437458, 1.867772], [-0.464142, 0.955151, 3.205189], [1.331665, 1.268006, 3.281394], [1.969888, 0.250422, 1.850476], [0.944122, 0.103124, 0.786057], [3.388187, 1.233930, 1.291424], [4.591806, 1.276706, 1.982583], [5.582796, 2.153736, 1.577973], [5.371400, 2.987405, 0.489517], [4.170673, 2.940474, -0.202978], [3.179580, 2.063113, 0.194692], [2.417669, -1.372505, 2.512831], [3.119802, -1.528867, 3.702494], [3.441098, -2.798557, 4.150076], [3.079945, -3.910478, 3.402913], [2.393796, -3.755018, 2.208645], [2.053037, -2.490192, 1.767849], [-0.671153, -0.812879, 3.486416], [-0.364604, -1.336469, 4.738829], [-0.440297, -2.700804, 4.946575], [-0.830415, -3.535878, 3.909863], [-1.167963, -3.009854, 2.672196], [-1.084627, -1.645351, 2.455311], [-1.579243, 1.900046, 4.279143], [-1.372243, 3.258491, 4.535828], [-2.462895, 4.043876, 4.947693], [-3.732294, 3.561727, 4.888985], [-4.034222, 2.208284, 4.373057], [-2.836656, 1.356999, 4.310579], [1.796954, 0.993534, 4.222836], [1.512379, 2.320497, 3.053054], [4.755953, 0.624164, 2.826395], [6.517290, 2.195567, 2.117496], [6.143682, 3.675473, 0.181503], [4.001840, 3.592351, -1.046421], [2.237025, 2.007643, -0.336241], [3.409405, -0.659894, 4.277824], [3.987199, -2.922498, 5.073886], [3.338561, -4.898683, 3.749602], [2.128661, -4.619665, 1.619204], [1.499668, -2.359089, 0.847494], [-0.073064, -0.673276, 5.541624], [-0.200028, -3.114558, 5.914073], [-0.874661, -4.602050, 4.070177], [-1.494001, -3.664412, 1.877587], [-1.313939, -1.209040, 1.486464], [-0.381742, 3.679626, 4.466226], [-2.284401, 5.047407, 5.302328], [-4.560416, 4.169671, 5.217565], [-4.848223, 1.743476, 4.934966], [-2.975038, 0.293483, 4.170623], [-2.450411, 2.010886, -1.661390], [-1.619538, 1.753411, -0.127913], [-2.984798, 2.465805, 0.908131], [-3.663780, 1.718318, 1.826356], [-4.625313, 2.305340, 2.789854], [-4.970994, 3.706020, 2.474283], [-4.302886, 4.414197, 1.523341], [-3.280312, 3.830366, 0.760970], [-0.458799, 3.153607, -0.271694], [-0.223506, 4.106736, 0.710866], [0.669987, 5.137442, 0.473565], [1.328880, 5.224373, -0.743495], [1.118771, 4.263828, -1.721844], [0.241320, 3.221489, -1.478720], [-2.615826, 0.932942, -2.469315], [-3.717824, 0.869744, -3.339317], [-4.025843, -0.334316, -3.986400], [-3.220291, -1.408951, -3.819993], [-1.912463, -1.285465, -3.101486], [-1.718658, -0.054878, -2.357477], [-3.144739, 2.740922, -1.759542], [-3.475319, 0.657239, 1.889628], [-5.528860, 1.688181, 2.839952], [-5.764984, 4.171644, 3.038132], [-4.558995, 5.446599, 1.331281], [-2.735684, 4.426828, 0.044964], [-0.749807, 4.052631, 1.654509], [0.842871, 5.894136, 1.224880], [2.006299, 6.043695, -0.923597], [1.623022, 4.342525, -2.674601], [0.068834, 2.451635, -2.236985], [-4.357812, 1.729299, -3.440755], [-4.925681, -0.392574, -4.577500], [-3.431335, -2.362556, -4.270062], [-1.784161, -2.128338, -2.401713], [4.872743, -2.994390, -3.211175], [3.767228, -2.325814, -2.880671], [2.722661, -2.253734, -3.739743], [1.484868, -1.511916, -3.414240], [1.375380, -0.954548, -2.020848], [2.542000, -1.030029, -1.270191], [3.706143, -1.695963, -1.633518], [2.788350, -2.750208, -4.694112], [1.466951, -0.641934, -4.100037], [2.590491, -0.583122, -0.290788], [4.542191, -1.758953, -0.954178], [-0.639719, -6.943898, -4.056914], [-0.056794, -6.736919, -5.324786], [-0.123461, -5.325834, -5.603663], [0.879350, -4.499749, -5.211036], [1.973555, -4.881926, -4.871183], [0.496211, -3.037398, -5.240131], [0.434127, -2.290126, -6.361448], [-0.116271, -0.972868, -6.300925], [-0.845205, -0.635117, -5.203722], [-0.871955, -1.439273, -4.112048], [0.213009, -2.354920, -3.929894], [-0.496625, -7.858060, -3.790371], [-0.611114, -7.283932, -6.100019], [1.003330, -7.021748, -5.336728], [-1.044679, -4.949159, -5.771836], [0.712143, -2.689572, -7.323489], [-0.082529, -0.324506, -7.157933], [-1.475522, 0.241850, -5.178245], [-0.035565, -3.079048, -3.151771]], "atomic_forces_ev_per_a": [[-0.7, -0.7, 0.1], [0.1, -0.1, -0.4], [-0.5, 0.4, 0.6], [-0.5, -0.5, -0.5], [0.8, 0.6, 1.2], [-0.5, -0.3, -1.3], [-0.3, -0.4, 0.0], [0.0, -0.1, 0.1], [0.1, 0.0, 0.1], [0.0, 0.0, 0.0], [0.1, 0.0, 0.0], [-0.2, -0.1, 0.0], [0.1, 0.4, -0.3], [0.0, 0.1, 0.0], [0.1, 0.0, 0.1], [0.0, 0.1, 0.0], [0.1, -0.1, 0.1], [0.0, 0.1, -0.1], [0.0, 0.4, 0.1], [0.0, 0.0, -0.1], [0.0, 0.0, 0.1], [0.0, 0.0, 0.0], [-0.1, 0.0, 0.0], [-0.1, 0.2, -0.2], [0.5, -0.3, -0.2], [-0.1, -0.1, 0.0], [0.3, 0.0, -0.2], [0.0, -1.4, 0.5], [2.5, 0.1, 3.5], [-0.9, 0.3, 1.3], [0.1, -0.1, 0.1], [0.0, 0.0, 0.0], [0.1, -0.1, 0.1], [0.1, 0.0, 0.0], [0.1, 0.1, 0.0], [0.0, 0.0, -0.1], [0.0, 0.1, 0.0], [0.0, 0.0, 0.1], [0.0, 0.0, 0.1], [0.0, -0.1, 0.0], [-0.1, -0.1, 0.0], [0.0, 0.0, 0.0], [0.1, 0.0, 0.1], [0.0, 0.0, 0.1], [0.0, -0.1, 0.0], [0.0, -0.1, -0.1], [0.0, -0.1, 0.0], [0.1, 0.1, 0.1], [0.0, 0.1, 0.0], [-0.1, 0.1, -0.1], [-0.1, 0.1, -0.5], [0.0, -0.1, -0.1], [0.0, -0.1, -0.2], [0.0, 1.0, 0.2], [0.2, 0.0, -0.1], [-1.5, 0.6, 0.0], [-0.7, 0.9, -4.4], [-0.2, -1.3, -0.5], [0.2, 0.1, -0.1], [-0.1, -0.2, -0.1], [0.2, -0.2, -0.2], [0.0, -0.1, 0.0], [0.1, 0.1, -0.1], [0.0, 0.0, 0.0], [0.0, 0.1, 0.0], [-0.2, 0.0, -0.1], [-0.8, 0.7, 0.1], [0.8, -0.4, 0.5], [-0.1, -0.6, -0.2], [-0.1, 0.4, 0.1], [-0.1, -0.1, -0.7], [1.3, -0.2, 0.6], [0.0, -0.1, 0.0], [0.1, -0.1, 0.1], [0.3, 0.0, 0.6], [-0.1, 0.1, 0.1], [0.0, 0.1, 0.1], [0.0, 0.1, 0.0], [-0.1, 0.0, 0.1], [0.0, 0.0, 0.1], [0.1, 0.1, -0.1], [0.1, 0.0, 0.0], [0.1, 0.4, 0.1], [0.0, 0.2, 0.0], [-0.1, -0.1, -0.1], [-0.1, -0.2, -0.1], [-0.1, 0.3, -0.1], [0.0, 0.0, 0.0], [-0.1, -0.1, -0.3], [0.1, 0.4, 0.1], [0.6, -0.7, 0.8], [-0.5, 0.3, -0.5], [0.5, 0.0, 0.5], [-0.7, 0.0, -0.5], [0.1, -0.1, -0.1], [0.0, 0.1, 0.0], [-0.1, -0.1, -0.4], [0.2, 0.0, 0.1], [-0.1, 0.0, 0.2], [0.3, -0.1, -0.4], [-0.2, -0.5, 0.1], [-0.6, 0.6, -0.4], [0.5, -0.1, 0.3], [0.0, 0.1, -0.3], [0.0, -0.6, 0.5], [-0.3, 0.6, 0.5], [0.2, 0.3, -1.0], [-0.4, -0.5, 0.7], [0.4, 0.2, 0.2], [0.0, 0.0, 0.0], [0.2, 0.1, 0.1], [-0.3, 0.0, 0.0], [0.2, 0.1, 0.0], [0.0, -0.2, -0.1], [-0.1, 0.1, -0.1], [0.0, 0.1, 0.0], [0.0, 0.0, -0.1]], "mulliken_charge": [-1.612, 0.542, 0.085, -0.692, 0.205, 1.177, 1.304, -0.862, -0.754, -0.844, -0.912, 0.086, 1.433, -1.088, -0.991, -0.619, -1.037, -0.303, 0.576, -0.942, -0.819, -0.654, -0.699, 0.300, 1.595, -0.657, -0.926, -0.746, 0.115, -2.412, 0.839, 0.757, 0.381, 0.483, 0.438, 0.540, 0.247, 0.276, 0.476, 0.453, 0.494, 0.463, 0.511, 0.480, 0.436, 0.473, -0.111, 0.518, 0.456, 0.398, 0.534, 0.669, 0.152, 1.827, 0.550, -1.352, 0.463, -1.119, -0.981, -0.686, 0.819, 0.034, -0.893, -0.874, -0.714, -0.816, 0.381, -0.708, -0.681, -0.822, -0.954, 0.451, 0.355, 0.592, 0.582, 0.518, 0.463, 0.593, 0.472, 0.505, 0.443, 0.494, 0.193, 0.518, 0.456, 0.603, 0.373, -0.326, -0.602, -0.527, 1.290, -1.046, 0.533, -0.705, 0.759, 0.348, -0.184, 0.674, -0.516, -0.522, -0.159, 0.465, -0.640, -1.560, 0.065, -1.376, -0.029, 0.639, 0.290, 0.312, 0.365, 0.363, 0.273, 0.618, 0.507, 0.487, 0.909], "total_charge": 2, "homo_ha": [-0.3875, -0.3730], "orbital_gap_ev": [3.04, 2.17]}